# 1
Molecular formula: C54H98FN8O5PS4
Method: DFT, ωB97M-V with the def2-TZVPD basis set

Each line ends with the Löwdin charge.
CARTESIAN COORDINATES (ANGSTROEM)
C 2.9591 1.5713 -7.6811  -0.25
H -5.7251 -5.7535 -0.5813  0.14
H 2.2131 -2.9713 -2.5023  -0.03
H 5.6542 -0.0531 -0.4380  0.12
H -0.2149 -2.0134 -7.8616  0.11
C 2.8266 2.8662 -4.7575  -0.09
H 4.0193 4.7627 -7.2233  0.12
C -10.1328 8.7340 5.0833  -0.25
N 3.2859 -5.0589 -3.5662  -0.15
H -3.1379 2.7756 10.8301  0.11
H 3.3325 -5.3126 -10.2215  -0.11
C 4.8730 3.5989 -8.7784  -0.09
N -1.3860 1.7702 3.0861  -0.19
H -11.8728 7.6845 5.8769  0.05
C -8.6105 9.1043 6.9520  -0.27
C 1.7254 -4.0452 -7.7292  -0.16
H 1.5522 -0.3777 -0.6757  0.07
C 6.5293 -1.8314 0.6020  -0.20
H 1.9435 1.1622 -7.6271  0.11
H 1.1466 0.2075 2.8803  0.05
C -4.8160 4.4816 8.4567  -0.27
O 1.2682 -3.7786 -9.0784  -0.06
H -5.8425 4.5349 8.8394  0.09
C -11.4713 8.6967 5.8202  -0.09
C -7.2500 8.7984 7.5720  -0.09
H 4.9622 -7.7538 -0.7413  0.11
C 5.6363 -6.0465 -4.4912  -0.31
O 9.2297 -7.7269 -8.2417  0.11
P 1.1526 -2.7426 -3.4697  0.41
H -9.3735 9.0409 7.7371  0.10
H -7.0524 9.4990 8.3875  0.07
H 4.2148 3.9741 -9.5668  0.08
C -0.5264 2.8116 2.5310  -0.25
H -5.3569 1.5759 11.1118  0.07
H 2.0938 -7.0502 -1.0412  0.12
O 3.3670 0.1188 0.4376  -0.26
H 1.5668 2.2765 2.8228  0.05
H -3.5701 -4.2587 -6.7262  0.09
C -1.7336 1.9091 4.4982  -0.27
H -10.7928 6.0988 6.7673  0.05
H -2.2758 -2.0503 -6.5804  0.12
C 7.8440 -5.4187 -3.1341  0.03
H -5.0905 5.2408 12.0865  0.05
H -3.2285 6.2112 9.8964  0.10
C -9.7665 6.2319 7.1101  -0.09
H 2.0333 4.3722 -6.0508  0.11
H -1.8619 -0.2509 2.9740  0.11
C -3.9872 2.9437 10.1578  -0.25
H 0.2977 -0.0127 4.4224  0.07
H -5.2960 3.1451 11.8913  0.05
H 5.7848 4.2017 -8.7843  0.07
H 2.7231 -9.5095 -2.2919  0.08
H -3.2593 3.4411 4.2747  0.08
H -0.3879 2.6350 1.4582  0.11
H -3.5488 5.6919 7.1708  0.07
H 5.7480 -3.9370 0.3248  0.10
H 4.8762 1.1056 -6.7189  0.07
H -2.4704 1.1387 4.7536  0.12
H 4.3719 -10.2030 -1.7251  0.08
C 2.8248 -4.7509 -4.9423  -0.17
C 4.7601 -5.1943 -3.4789  -0.17
N -8.9474 8.2685 5.8023  -0.19
C 3.5398 -9.4277 -1.4911  -0.13
C 5.4936 -4.4538 -2.3238  0.05
H -0.0204 -3.3510 -2.9159  -0.02
C 7.9748 -7.0571 -5.4062  -0.30
H 7.5265 -1.3160 0.3659  0.11
C -3.6502 5.3684 10.4550  -0.25
O -4.3153 -5.4983 -2.3763  -0.05
H -11.4057 9.1049 6.8311  0.07
C 0.2426 -0.1869 3.3455  -0.09
C -8.8798 6.8259 6.0162  -0.25
N -5.3353 -7.3087 -3.5508  -0.02
H 3.2176 1.4975 -8.7434  0.10
H 4.8627 -3.8103 -1.6085  0.08
S 4.6554 -6.8469 -5.8728  0.91
H -6.1714 2.9450 10.3617  0.07
H 3.1317 -9.7112 -0.4602  0.07
C 3.8989 0.6540 -6.8992  -0.08
H 4.9159 3.3652 -6.6477  0.10
H 10.0090 -6.5436 -5.4471  0.14
H 2.9042 0.5097 -1.6630  0.07
C 2.4099 0.4008 -0.6221  -0.16
C 3.3587 -5.5355 -6.2038  -0.38
H -0.9348 0.3342 1.6272  0.11
H 7.3064 -3.8044 1.3032  0.11
N 9.2074 -6.6346 -6.1059  0.14
H 5.1608 2.5729 -9.0190  0.06
S 3.4455 -6.1027 -9.0817  0.73
H -1.6592 4.0818 4.7084  0.07
C -4.5453 5.7286 7.6195  -0.09
H -8.5838 10.1508 6.6270  0.12
H 3.4860 -5.8312 -1.0543  0.09
C 4.1728 -7.9483 -1.5694  -0.25
H -1.3435 -1.7737 -5.0176  0.08
C -4.8692 5.8731 11.2263  -0.09
H 3.8911 -1.7044 1.3284  0.13
H -5.2776 5.7935 6.8103  0.07
H -9.7779 6.8364 8.0189  0.07
H -6.4494 8.9040 6.8347  0.08
H 1.8834 1.4174 -0.4326  0.10
H -1.3677 -4.0352 -4.4396  0.07
C 6.7656 -3.4159 0.3518  -0.21
H 0.2568 -1.2711 3.1913  0.07
S 1.0326 -0.7986 -3.6738  0.16
H 0.4173 -1.1206 -6.3859  0.08
C -1.0196 0.4034 2.7181  -0.25
H 8.9773 -5.5213 -2.9924  0.10
H 5.4383 -1.5855 -1.4425  0.11
C 7.0389 -4.5362 -2.0961  -0.12
C 2.1975 3.2884 -6.0844  -0.25
C -4.3159 -6.2790 -3.5649  -0.53
H 1.2363 3.9971 2.8965  0.07
N -5.9761 -7.2153 -2.3434  -0.02
S -3.2793 -6.1638 -5.0916  0.89
N -3.8505 4.2572 9.5295  -0.19
H 4.0631 -0.2681 -7.4670  0.07
H -9.0904 6.3085 5.0734  0.12
H 1.1920 2.8565 -6.1495  0.11
H -4.6321 6.6438 8.2097  0.06
H -2.8639 5.1069 11.1721  0.11
H -9.9498 9.7682 4.7679  0.11
H -4.6633 6.8753 11.6165  0.07
C 1.1717 -3.2526 -6.4735  -0.10
C -1.3582 -2.4191 -5.9803  -0.21
H 3.4686 0.3601 -5.9412  0.04
C 7.7376 -3.7467 -0.8861  -0.17
H -5.7637 5.9416 10.6044  0.07
C -3.2276 -4.3504 -5.6320  -0.44
H 2.8300 -7.2377 -3.7722  0.10
H 3.1770 -1.7735 -0.4493  0.10
F 10.6768 -8.6495 -6.7146  0.03
C 9.6663 -7.6780 -7.0682  -0.33
H 0.8086 2.9726 4.2657  0.07
H 3.8843 3.1305 -4.6907  0.07
H -9.3934 5.2387 7.3812  0.07
N 2.9322 2.9837 -7.3115  -0.19
H -0.8666 1.7393 5.1478  0.10
C 4.2023 3.6983 -7.4108  -0.27
H -2.6340 3.2562 5.9193  0.06
H -1.1031 -4.7345 -6.1947  0.11
C -5.2795 2.6512 10.9194  -0.09
C 0.8445 3.0134 3.1755  -0.09
C -1.6427 -3.9475 -5.5635  -0.28
H -3.8685 -3.7652 -4.8896  0.09
O 7.5388 -8.2293 -5.6606  0.03
C 3.0752 -6.7626 -1.5910  -0.18
H 6.2378 -1.6901 1.7135  0.12
H -7.8407 6.5582 6.2381  0.09
C 5.4106 -1.1832 -0.3612  -0.16
C 1.7336 -3.6095 -5.0618  -0.22
H -7.2100 7.7909 7.9928  0.05
C 0.0382 -2.1598 -6.7378  -0.19
H 2.7216 1.7944 -4.5850  0.03
H -1.0661 3.7640 2.5743  0.10
H 8.6001 -4.4216 -0.5128  0.12
H 1.4704 -6.1331 -3.1415  0.13
H 1.1819 -2.7959 -9.1949  0.11
H -4.7825 3.6259 7.7722  0.11
H -12.2073 9.2968 5.2751  0.07
C 2.6116 -6.3411 -3.0913  -0.17
H -10.2313 8.1709 4.1481  0.11
C 7.1827 -6.1654 -4.3373  -0.08
H 4.7596 -7.8583 -2.5690  0.10
H -3.8773 2.1837 9.3747  0.11
C 2.8195 -5.1766 -7.6194  -0.46
H 2.3137 3.3697 -3.9312  0.07
C -2.3559 3.2545 4.8619  -0.09
C -5.3743 -6.1030 -1.6217  -0.08
C 3.9093 -1.2440 0.2805  -0.19
H 8.1651 -2.7594 -1.3212  0.13

- SMILES = CCCCN1c2cc(CCCCCOC)cc(C(=O)NC(=O)F)c2Sc2c(S)c(O)c(CCCCSc3nnco3)c([PH2]=S)c21.CCN(CC)CC.CCN(CC)CC.CCN(CC)CC.CCN(CC)CC
- DFT total energy (eV) = -135075.793
- max |F| (eV/A) = 6.31
- frontier orbital gap (eV) = 7.35


# 2
Molecular formula: C55H32BrF5N5PbS
Method: DFT, ωB97M-V with the def2-TZVPD basis set

Each line ends with the Löwdin charge.
CARTESIAN COORDINATES (ANGSTROEM)
H 2.1522 2.1574 8.1497  0.10
C -0.9598 -0.3560 -4.9499  -0.20
C 2.0192 -6.4693 -0.3846  -0.07
C -4.4240 5.8893 -1.3115  -0.05
H 3.7547 -7.5712 0.1366  0.11
H -2.5938 7.8438 0.7109  0.11
C 2.4886 2.8929 -2.5280  -0.16
C -1.5343 3.2703 -2.8180  0.02
C -2.0763 5.8526 0.1805  -0.03
C 1.4226 -2.7840 0.0135  -0.03
C -0.8419 -0.2124 -3.4418  -0.02
C -0.2843 -1.2637 -2.7202  -0.23
C 2.0549 -4.1139 0.1214  -0.17
H 1.5343 -7.3747 -0.7507  0.11
C 0.1573 -2.4867 -3.3375  0.02
C 1.3709 -5.2306 -0.3967  -0.04
H -3.3938 -0.1694 -7.2573  0.11
H -0.8651 3.0241 4.2982  0.13
C -2.2168 -4.7434 2.5334  -0.20
C 1.8871 1.8540 7.1542  -0.08
C -2.1652 0.0171 -5.5162  -0.04
F -3.1448 -4.6938 6.0487  0.15
N 0.1423 -1.2402 -1.4216  0.02
C 0.8772 -2.3572 -1.2180  -0.25
C 3.8551 1.8534 -1.0043  -0.15
C -1.3903 -0.8164 -7.6564  -0.07
C 2.0767 -2.3492 2.4093  -0.01
F -3.6489 -1.4226 2.6644  0.04
C 2.9677 2.1392 -3.5978  -0.12
C 0.0877 -0.7810 -5.7502  -0.04
C 0.7153 0.8993 3.1367  -0.05
C 1.0684 1.1764 4.5714  -0.18
H -4.1236 3.8046 -1.6872  0.13
C -4.0444 6.9682 -0.5380  -0.08
C -0.1006 1.8542 2.5075  -0.26
H -1.2320 2.2468 -4.7576  0.12
H -0.0063 -2.8447 -4.3407  0.12
N 0.7797 -0.8096 1.3329  0.00
H -4.7169 7.8215 -0.5362  0.11
H -1.5221 -1.0228 -8.7108  0.11
H -2.9522 0.4521 -4.8706  0.13
C 2.0727 2.7694 6.1019  -0.06
C 2.0052 -1.2576 3.2054  0.02
H 3.8275 -3.3348 0.9996  0.11
N -0.3468 1.9663 1.1478  0.02
H 0.3258 -5.0928 -0.7425  0.13
H 0.6111 -1.5390 -7.6619  0.10
H 1.5122 -4.0478 -2.5442  0.12
H 1.3248 -0.1255 7.7513  0.12
C -0.1639 -1.0952 -7.0813  -0.06
Pb -1.3183 -0.2249 0.3066  1.37
C 1.3588 -2.0434 1.2211  -0.24
H 5.2829 0.4656 -1.7423  0.11
C 1.6637 2.4539 4.8040  -0.02
C -1.7520 3.4120 -0.3060  -0.03
C 1.3674 0.5961 6.9134  -0.07
Br 4.6493 0.0933 -4.7083  0.75
C -1.1096 1.0457 -2.9290  -0.24
H 2.4072 -1.1714 4.1732  0.10
H 2.5300 2.2396 -4.6103  0.11
H -5.3310 5.9330 -1.8920  0.11
C 0.9525 -3.1301 -2.4273  0.02
C 3.9509 1.1964 -3.3420  -0.69
C 4.4606 1.1465 -2.0273  -0.12
H -1.7710 4.2919 -3.0440  0.12
C -3.6735 4.6863 -1.2329  -0.01
C -2.5084 4.6827 -0.4536  -0.19
C -1.5650 3.6010 2.2413  0.01
C -2.6340 -3.5115 2.0910  -0.55
C -1.3111 2.2195 -3.6862  0.00
H 0.4410 -0.7357 5.3979  0.13
H 1.8292 3.1506 3.9832  0.13
F -3.8809 -2.2176 5.3125  0.15
C -1.5330 2.6975 -1.5007  -0.24
H -1.1098 5.8061 0.6657  0.12
H 5.0542 -5.5908 0.9379  0.12
C 1.1386 -0.2887 2.5731  -0.21
H 2.4650 3.7518 6.3383  0.11
C -2.9602 -4.3308 4.7677  -0.09
C -1.2150 3.0496 0.9576  -0.24
F -1.9452 -6.3400 4.2757  0.14
C 4.0079 -5.4600 0.6238  -0.06
C -2.3987 -0.2977 -6.8642  -0.06
F -1.6206 -5.5809 1.6401  0.08
N -1.1683 1.3561 -1.5667  0.01
C -2.8554 6.9825 0.1368  -0.07
S -2.2990 -3.0289 0.4903  0.76
C 3.3053 -6.5809 0.1153  -0.07
C -0.8251 2.8985 3.2005  0.01
C 3.3900 -4.2467 0.6264  -0.04
H 1.7018 3.6242 -2.7020  0.10
C -3.1890 -2.6571 3.0532  -0.18
H 2.5356 -3.3044 2.6927  0.13
H 1.0974 -0.8300 -5.3110  0.13
C -2.4090 -5.1594 3.8494  -0.13
H -2.2477 4.4186 2.4942  0.12
C -3.2987 -2.9895 4.4108  -0.12
N 2.9174 2.7720 -1.2781  0.06
C 0.9255 0.2535 5.6232  -0.04
H 4.1545 1.7478 0.0634  0.12

- charge = +1
- DFT total energy (eV) = -164708.855
- max |F| (eV/A) = 2.91
- frontier orbital gap (alpha / beta) (eV) = 5.02 / 4.02


# 3
Molecular formula: C55H35NO19
Method: DFT, ωB97M-V with the def2-TZVPD basis set

Each line ends with the Löwdin charge.
CARTESIAN COORDINATES (ANGSTROEM)
H -4.7781 0.0795 2.4438  0.13
C 11.6173 9.3017 -1.7732  -0.38
H 3.5694 -1.1375 -3.5562  0.13
H 1.1827 -1.3599 -2.8774  0.12
C -6.1504 -8.9120 1.0012  0.02
O 4.8003 5.5907 2.1050  0.06
C 3.1407 -2.0856 -3.2542  0.03
C -4.1195 -0.4564 1.6386  0.04
O 0.1235 -3.6158 -2.1518  0.07
C 2.5577 7.0067 2.7356  0.02
C -1.5375 4.7236 -1.2753  -0.38
C 11.6940 8.0697 -2.5832  0.03
C -11.5641 -7.0193 -2.2749  -0.38
O -12.4476 -6.2440 -1.9362  0.10
C -1.9742 -2.0001 -0.2369  0.13
H 4.1598 -5.3984 -2.8686  0.12
H 10.2387 10.6537 -0.7470  0.12
C 3.4823 -4.5534 -2.8558  0.03
H 7.0677 1.9630 0.8080  0.12
H -1.0860 -2.5978 -0.7440  0.12
C 6.8231 3.0142 0.7170  0.03
C 2.2018 -4.6728 -2.4918  0.03
C -7.0561 -7.7464 1.0100  -0.40
C -0.1196 6.7964 1.7684  0.03
H 1.7732 -5.6208 -2.1898  0.12
C -1.1991 -4.5698 4.4249  0.03
C 0.4736 -0.5388 0.9529  -0.12
H -10.3902 -6.7808 -0.4455  0.12
C -1.1627 -2.8166 6.6791  0.03
O -3.8070 -3.7816 -0.5446  -0.03
C -1.7167 -3.1913 4.3188  -0.37
C 9.1791 9.0617 -1.6673  0.02
H 7.7368 5.7365 -1.2632  0.09
C 0.3757 3.4439 -2.9900  -0.38
H 8.1897 9.3747 -1.3570  0.12
C -0.6451 -4.1950 6.7851  -0.38
C -9.4934 -8.8412 -3.0695  -0.38
C -1.7556 -0.5494 0.1320  -0.08
H -4.7828 -5.3768 -0.0632  0.07
C -0.8328 5.4741 -2.3335  0.00
C -0.3291 2.6934 -1.9318  0.03
C 1.2961 -3.5071 -2.4830  -0.37
O -3.1331 -7.3819 -0.1012  0.11
C 10.5947 7.3836 -2.9106  0.03
O -2.1724 -2.7626 3.2676  0.08
O -2.8831 1.7303 0.8648  -0.02
O 8.2490 7.2034 -2.7781  0.08
C -1.2206 3.2888 -1.1337  0.03
H -1.2467 -5.1748 3.5274  0.12
C -10.6471 -8.5623 -3.9472  0.02
H -1.1044 6.7038 1.3270  0.11
H 5.4058 3.0727 2.2955  0.12
C -11.6108 -7.7133 -3.5772  0.02
C -0.6995 -5.0366 5.5732  0.03
C 9.2559 7.8297 -2.4772  -0.38
H 10.6345 6.4777 -3.5035  0.13
H -5.1809 -2.5559 1.8150  0.13
C 0.0574 7.0289 3.0726  0.02
O -0.1895 -4.6238 7.8363  0.10
O 8.3422 3.2185 -1.0726  0.11
H 3.5426 7.0993 3.1769  0.11
C 5.9316 3.6097 1.5152  0.03
H 0.5846 5.4157 -3.9120  0.12
H -0.0845 1.6421 -1.8409  0.10
C -4.3383 -1.9109 1.2701  0.02
C 10.2784 9.7478 -1.3399  0.02
H -12.4634 -7.4970 -4.2092  0.12
H -0.3151 -6.0448 5.6679  0.12
H 12.6835 7.7567 -2.8935  0.12
H -6.5790 -9.8601 1.3032  0.12
O -0.3829 -0.0202 -0.1631  -0.09
H -0.7746 7.1376 3.7580  0.12
O 0.8657 6.4418 -0.3425  0.10
C -4.8699 -8.7927 0.6371  0.02
C -5.2115 -6.3249 0.2388  0.03
O -8.6099 -9.6166 -3.4082  0.10
O -2.3519 5.2698 -0.5439  0.09
C -6.4919 -6.4442 0.6028  0.02
C 0.0587 4.8787 -3.1316  0.02
H -7.1695 -5.5992 0.6156  0.12
H -2.0467 -1.3416 5.4360  0.12
C 2.3807 6.7742 1.4314  0.02
O -8.2287 -7.8550 1.3411  0.08
C 5.6147 5.0445 1.3736  -0.36
C -10.4103 -7.2982 -1.3972  0.03
H -10.6673 -9.0797 -4.8989  0.12
C -1.6624 -2.3498 5.5307  0.02
H -1.0774 6.5254 -2.4244  0.12
C 4.0464 -3.2512 -3.2630  -0.38
O 12.6241 9.9279 -1.4724  0.11
C -3.4319 -2.6719 0.0966  -0.18
C -4.3058 -7.4905 0.2299  -0.37
H -1.7464 2.7518 -0.3533  0.08
C 1.0286 6.6527 0.8515  -0.35
C 7.5279 3.7648 -0.3412  -0.37
H -8.5941 -8.3635 -1.1351  0.10
C -9.4467 -8.1472 -1.7672  0.03
O 1.5725 7.3613 4.8464  0.10
N 1.0560 -1.1324 1.9748  0.12
C 7.2109 5.1996 -0.4828  0.03
O 5.2191 -3.1426 -3.5942  0.11
C 6.3194 5.7950 0.3153  0.03
C 1.8603 -2.2049 -2.8902  0.03
C -2.9119 0.3911 0.8557  -0.13
H -1.1152 -2.2116 7.5765  0.12
H -4.1924 -9.6377 0.6244  0.12
O 1.1900 2.8976 -3.7214  0.08
H 3.2127 6.6655 0.7459  0.11
H 6.0748 6.8463 0.2244  0.12
C 1.4095 7.1504 3.6525  -0.38

- SMILES = N#COC1=CC(=O)C=CC1=O.O=C1C=CC(=O)C=C1.O=C1C=CC(=O)C=C1.O=C1C=CC(=O)C=C1.O=C1C=CC(=O)C=C1.O=C1C=CC(=O)C=C1.O=C1C=CC(=O)C=C1.O=C1C=CC(=O)C=C1.O=C1C=CC(=O)C=C1
- DFT total energy (eV) = -97975.731
- max |F| (eV/A) = 12.13
- frontier orbital gap (eV) = 7.27


- Number 1 is which compound?
  C54H98FN8O5PS4